(1)
43
Properties=species:S:1:pos:R:3:mulliken_charge:R:1 method="wB97M-V/def2-TZVPD" charge=-2 total_energy_ha=-2730.94002 s_squared=0.76 max_force_ev_per_a=8.0 e_lumo_ev="4.892 / 0.543" e_homo_ev="-2.6184 / -2.6052" gap_ev="7.510 / 3.148" spin_multiplicity=2
Ca -0.028 -1.098 -1.001 1.834
N -2.047 -4.199 -1.083 0.986
O -2.926 -4.212 -1.890 -0.513
O -1.733 -5.109 -0.426 -0.491
O -1.484 -3.100 -0.844 -0.233
N -0.892 -1.287 -4.005 1.190
O 0.110 -1.762 -3.486 -0.643
O -1.588 -0.631 -3.220 -0.653
O -1.212 -1.695 -5.131 -0.725
N 1.876 -3.620 -0.090 1.044
O 2.085 -4.437 0.687 -0.653
O 1.240 -2.640 0.248 -0.697
O 2.194 -3.826 -1.276 -0.668
C 1.785 1.407 -1.548 0.321
O 0.339 1.490 -1.394 0.027
O 2.083 0.043 -1.663 -1.056
C 2.515 2.341 -2.561 0.669
F 3.789 2.063 -2.867 -0.290
F 1.862 2.241 -3.717 -0.256
F 2.476 3.609 -2.054 -0.273
C -0.154 2.881 -1.357 -0.387
C -1.587 2.670 -1.354 -1.087
H -1.868 2.157 -0.434 0.064
H -2.119 3.614 -1.237 0.478
H -1.833 2.333 -2.361 0.286
H 0.106 3.490 -2.223 0.376
H 0.099 3.416 -0.442 0.260
H 2.156 1.745 -0.581 0.160
C -1.102 0.374 1.811 0.166
O -0.309 -0.470 2.619 -0.260
O -1.499 -0.422 0.685 -0.942
C -2.028 1.225 2.766 0.674
F -2.730 0.642 3.708 -0.311
F -1.437 2.324 3.306 -0.301
F -2.985 1.741 2.021 -0.279
C 0.656 -0.003 3.519 -0.120
C 1.038 -1.164 4.416 -1.276
H 1.940 -0.853 4.944 0.410
H 0.275 -1.531 5.103 0.299
H 1.429 -1.944 3.762 0.282
H 0.250 0.804 4.129 0.277
H 1.567 0.345 3.032 0.228
H -0.311 1.049 1.487 0.082


(2)
16
Properties=species:S:1:pos:R:3:mulliken_charge:R:1 method="wB97M-V/def2-TZVPD" smiles="[H]/N=C/C#C.C=CC" total_energy_ha=-288.57252 max_force_ev_per_a=3.8 e_lumo_ev=-0.005 e_above_lowest_kcal_mol=131.48 e_homo_ev=-9.0297 gap_ev=9.025
H -1.235 -0.420 -2.443 0.281
N -1.443 0.431 -1.926 -0.633
C -1.202 0.332 -0.662 -0.023
C -1.015 1.626 0.070 -0.550
C -1.240 2.594 0.757 0.121
H -1.689 -0.398 0.003 0.297
H -1.449 3.341 1.474 0.429
C 1.369 -1.086 -1.025 -0.777
C 0.793 -0.423 -0.020 0.202
C 0.804 -0.912 1.402 -1.193
H 1.377 -0.704 -2.035 0.358
H 1.767 -2.080 -0.879 0.258
H 0.751 0.769 -0.017 0.240
H 1.794 -0.789 1.844 0.323
H 0.509 -1.959 1.455 0.351
H 0.110 -0.323 2.004 0.316


(3)
11
Properties=species:S:1:pos:R:3:mulliken_charge:R:1 method="wB97M-V/def2-TZVPD" total_energy_ha=-430.69157 max_force_ev_per_a=7.2 e_lumo_ev="-0.355 / 0.185" e_above_lowest_kcal_mol=143.95 e_homo_ev="-8.7461 / -9.0620" gap_ev="8.391 / 9.247"
C 0.542 -0.473 -0.778 0.658
C -1.284 0.595 2.267 0.742
C -0.672 0.035 -0.506 -0.644
N 0.661 -1.720 -0.095 0.029
N -0.329 -2.025 0.460 -0.331
N 1.428 0.211 -1.576 -0.467
O -0.286 1.162 2.203 -0.373
O -2.319 0.119 2.394 -0.363
H -1.213 0.878 -0.867 0.303
H 2.486 0.402 -1.388 0.240
H 0.986 0.814 -2.114 0.205